Density functional theory data (the ωB97M-V functional and the def2-TZVPD basis) for C36H44BKN12O6PS2Se as an isolated structure.

Computed properties:
- <S²> = 0.755
- LUMO level (spin up / spin down) (eV) = 3.649 / 3.649
- HOMO (spin up / spin down) (eV) = -3.11 / -3.13
- ΔE to the lowest compared entry with this formula, charge and spin (kcal/mol) = 0.61
- M (g/mol) = 964.80
- 2S+1 = 2
- net charge = -2

Positions of all 104 atoms, in Å:
H (4.69795, -3.57081, -1.48613)
O (3.06269, 1.39304, 0.23644)
C (2.77276, 1.33619, -3.03412)
N (-2.17685, -2.07455, 2.07845)
C (-1.42340, -2.84948, 2.85553)
N (-3.30804, 2.52586, 0.83713)
C (1.28316, 0.40289, 6.06988)
C (1.37576, -3.68636, -1.25051)
C (-1.44922, 4.20878, -1.33720)
H (-2.92855, -2.41868, 5.84785)
C (-5.34864, 4.21841, -2.99304)
H (-4.38353, 1.09329, -2.95181)
H (2.57333, -2.06229, 3.24153)
C (-0.21402, -3.44678, 2.18532)
C (4.17135, -2.49924, -3.27304)
S (6.53854, 0.98761, -2.54071)
K (0.33779, 0.59791, 1.09117)
N (-4.16379, 3.74588, -2.63954)
H (-4.88416, 2.10575, 3.53758)
H (-0.47835, -0.45157, -1.95869)
C (-4.15502, 2.37103, 2.78646)
H (1.96407, 1.52327, -5.02259)
C (-3.80149, -0.93334, -2.18855)
N (-4.38339, 2.07817, 1.51500)
C (1.83135, -2.79067, 1.07219)
H (-1.05083, -3.68859, 4.79497)
H (2.58140, 3.46434, -2.84212)
C (-6.30655, 4.01005, -1.98661)
H (-2.45379, 3.36311, 3.85771)
C (-0.07493, 4.24468, -1.36644)
C (-2.92120, 3.02154, 2.94994)
H (-2.18224, 4.98461, -1.46566)
C (-2.72037, -2.32187, 4.78892)
C (3.37290, 2.72910, -2.98911)
O (1.80427, 2.00860, 2.43980)
C (-2.41402, 3.09501, 1.67144)
O (5.23901, -1.54267, -3.13977)
Se (3.23789, 1.38321, 1.93918)
N (-0.75203, 2.12870, -0.99485)
C (-3.46272, -1.46419, 3.99535)
H (-2.82304, -2.10881, -0.52538)
C (1.22801, -2.67691, -0.30765)
H (-5.90104, 2.98868, -0.02747)
H (-7.34852, 4.28066, -1.98269)
C (0.17956, -2.32708, -2.80578)
N (-1.83221, 2.93411, -1.11481)
H (0.80867, 1.86639, -3.71698)
N (-0.03369, -0.36993, 3.75794)
C (-5.60491, 3.36890, -0.98985)
C (-1.68200, -3.03260, 4.20778)
H (2.63822, -2.05696, 1.15009)
C (-3.16122, -1.38530, 2.63972)
C (1.01520, -1.05241, 4.19048)
N (0.56891, -1.55183, -0.58262)
H (3.88126, 2.94346, -3.93180)
C (-3.14089, -1.17896, -0.96997)
O (3.75999, 0.36550, -3.44243)
C (1.70444, -0.69439, 5.34917)
H (-1.26587, 1.24692, 4.03760)
H (-4.13089, -1.64451, -2.92747)
H (1.90467, -4.59312, -0.98668)
C (0.30705, 2.91131, -1.13999)
H (-0.49198, -3.70875, 1.16403)
H (2.58476, -1.25325, 5.64159)
H (-4.26172, -0.85916, 4.40359)
N (-3.40341, 0.93289, -1.08934)
H (-1.47398, 3.47926, 1.30710)
C (0.18383, 1.12037, 5.61671)
C (-0.42831, 0.69605, 4.45362)
S (4.13315, -0.53218, -0.63548)
H (3.27028, -2.09588, -2.80336)
C (0.05804, -1.38028, -1.79447)
H (0.09861, -4.37111, 2.70882)
C (3.91658, -2.70862, -4.75307)
P (4.94964, -0.10791, -2.45191)
C (1.51269, -2.25101, 3.40758)
H (0.96024, -4.27249, -3.27714)
H (4.80786, -3.11147, -5.23927)
H (3.09091, -3.40869, -4.90140)
H (-3.71988, -0.72859, 1.97981)
C (0.84843, -3.50357, -2.52078)
H (-0.25319, -2.13571, -3.77887)
H (1.27302, 0.19330, -4.07008)
N (0.87477, -2.48515, 2.12462)
H (1.82028, 0.71563, 6.95718)
B (-3.21464, 2.40417, -0.70344)
O (3.29038, -0.20108, 2.34405)
H (1.42860, -3.14303, 4.05416)
H (2.42424, 1.04528, -2.03874)
H (1.29906, 2.50417, -1.01739)
H (-0.16427, 2.00858, 6.12655)
H (2.27090, -3.79941, 1.18443)
H (3.85485, -4.55291, -2.70093)
O (4.51828, 2.23213, 2.42385)
H (4.09022, 2.81883, -2.17546)
C (-3.94335, 0.43604, -2.22035)
N (-4.32556, 3.23602, -1.39936)
H (0.55986, 5.10028, -1.51965)
C (4.59532, -3.76364, -2.55428)
H (3.66080, -1.75800, -5.21927)
N (-2.89790, -0.05170, -0.32186)
H (-5.46507, 4.69344, -3.95517)
H (5.55547, -4.10835, -2.94381)
C (1.63346, 1.22236, -4.02535)

Density functional theory data (the ωB97M-V functional and the def2-TZVPD basis) for one molecule with the formula C2H3N3 in a non-equilibrium geometry.

Computed properties:
- LUMO level (eV) = 1.210
- HOMO (eV) = -10.10
- ΔE to the lowest compared entry with this formula, charge and spin (kcal/mol) = 17.81
- M (g/mol) = 69.07
- net charge = 0

Positions of all 8 atoms, in Å:
H (1.00684, -1.45220, -1.41479)
C (-0.96048, 0.30061, 0.15365)
H (-1.90835, 0.70597, 0.51330)
N (-0.81418, -0.69489, -0.67984)
H (0.53295, 1.42401, 1.37987)
N (0.55324, -0.84764, -0.72289)
N (1.26502, -0.08512, 0.11197)
C (0.32496, 0.64926, 0.65873)

Density functional theory data (the ωB97M-V functional and the def2-TZVPD basis) for a 10-piece molecular cluster, C10H40O10 overall in a non-equilibrium geometry.

Computed properties:
- LUMO level (eV) = 0.140
- HOMO (eV) = -9.99
- ΔE to the lowest compared entry with this formula, charge and spin (kcal/mol) = 148.94
- M (g/mol) = 320.42
- net charge = 0

Positions of all 60 atoms, in Å:
H (1.19463, -0.60252, 0.17246)
H (0.22729, -0.18269, -4.94000)
C (0.69556, 4.99055, 4.14284)
H (-1.74309, 0.56290, 5.85765)
H (0.38985, 1.02489, -0.14935)
O (0.43186, 1.93518, -5.29272)
H (1.78768, -5.91272, 4.05270)
H (-3.24356, 1.83886, 4.47101)
C (0.26991, -0.04395, 0.02757)
C (-2.70827, 0.95396, 6.17952)
H (-3.88872, -4.97203, -2.31141)
O (-3.64556, -4.05034, -2.42530)
H (-4.35964, 3.13882, -0.68001)
H (-5.94594, 2.77658, -0.31742)
H (-1.28574, 0.59349, -5.15207)
C (2.53565, -5.70318, -1.40716)
H (3.48684, 4.92222, -1.23071)
C (5.09345, -0.16218, -4.46244)
H (4.79436, -1.64831, -3.20989)
O (-2.99949, 2.11040, 5.35887)
O (0.16466, 5.24711, 5.52523)
H (4.68346, -0.16365, -5.47240)
H (-4.06235, -2.30968, -1.53636)
H (-0.22013, -1.21140, 1.38685)
H (2.96522, -5.76137, -2.40725)
H (4.14073, -4.75911, -0.65613)
C (-4.55695, -3.26507, -1.71160)
H (3.35781, 6.59396, -2.01129)
H (2.00769, -4.18558, 4.62562)
H (-3.51365, 0.23987, 6.00763)
C (1.31662, -5.00605, 4.43237)
O (-4.56010, 1.83178, 0.99458)
H (-5.52399, -3.06999, -2.17515)
H (-5.08104, 1.58473, -1.13956)
H (4.42486, 0.34381, -3.76598)
H (-2.69302, 1.15463, 7.25078)
H (1.69907, 5.40909, 4.06617)
H (1.45077, -5.65399, -1.31391)
O (-0.61014, -0.40372, 1.04457)
H (-4.81452, -3.69815, -0.74506)
H (-0.08730, -5.39325, 3.13376)
H (-0.15265, -0.54626, -0.84261)
H (-0.72064, 4.89738, 5.64978)
H (-3.93187, 1.10909, 0.92641)
H (6.04323, 0.37002, -4.40979)
O (3.26608, -4.52201, -0.97296)
C (3.07183, 5.54224, -2.02534)
H (1.26686, 6.09235, -2.40646)
H (2.75903, -6.52994, -0.73286)
H (0.94670, -5.25682, 5.42653)
H (-0.27252, 0.23213, -6.49432)
H (3.43548, 5.21935, -3.00084)
O (1.68948, 5.42903, -1.85601)
H (0.08740, 5.54980, 3.43187)
H (0.04172, 2.53516, -4.65286)
O (5.29397, -1.44749, -4.00466)
O (0.21612, -4.63464, 3.63779)
H (0.59713, 3.92831, 3.91908)
C (-0.24766, 0.63517, -5.48187)
C (-4.96427, 2.30298, -0.32803)

Density functional theory data (the ωB97M-V functional and the def2-TZVPD basis) for a 2-piece molecular cluster, C4H7NO2 overall in a non-equilibrium geometry.

Computed properties:
- <S²> = 0.787
- LUMO level (spin up / spin down) (eV) = -8.457 / -8.461
- HOMO (spin up / spin down) (eV) = -15.06 / -14.75
- ΔE to the lowest compared entry with this formula, charge and spin (kcal/mol) = 98.10
- M (g/mol) = 101.10
- 2S+1 = 2
- net charge = +1

Positions of all 14 atoms, in Å:
H (-0.76034, 1.27259, -0.18257)
N (1.05276, 0.63043, 1.83787)
H (-1.56555, 0.31536, -2.37534)
H (1.75833, 0.80112, 2.55589)
C (-0.00669, 0.72712, -0.73269)
O (-1.04687, -0.28875, 1.85802)
C (-0.52271, 0.10519, -2.10431)
H (0.63099, -1.43620, -1.00835)
H (0.99888, 1.11181, -0.80444)
H (-1.11518, -1.23352, -0.41805)
H (0.41894, -0.96474, 3.01628)
C (0.11970, -0.24379, 2.23118)
C (-0.20963, -0.77461, -0.81513)
O (0.24737, -0.02200, -3.05836)

Density functional theory data (the ωB97M-V functional and the def2-TZVPD basis) for one molecule with the formula C16H17ClN4O3.

Computed properties:
- LUMO level (eV) = 0.039
- HOMO (eV) = -8.36
- M (g/mol) = 348.79
- net charge = 0

Positions of all 41 atoms, in Å:
H (-1.17401, -0.32088, 4.20072)
H (1.76470, 1.81508, -2.63872)
N (-1.48120, 0.58579, 2.38263)
H (-3.21423, -1.62169, 2.34404)
C (-0.29146, -1.26051, 0.23245)
O (0.22702, 0.03372, -1.77953)
N (-1.28893, 2.99941, -1.68271)
H (-0.53291, 0.93728, 2.40747)
H (4.19216, 1.61642, -3.09779)
N (-1.21642, -2.05803, 0.80450)
H (-0.47826, -1.91700, -1.82427)
H (-1.32289, -3.47317, 2.30928)
C (-2.33121, -1.68280, 2.98189)
O (-3.26342, 0.41703, 0.97586)
N (-0.21281, 2.20416, 0.74664)
C (-1.41372, 1.78753, 0.35140)
C (-1.95902, -0.26928, 3.44476)
C (4.27209, -0.43533, -2.48722)
C (2.28576, 0.88815, -2.46049)
H (0.44861, 4.04160, -1.97216)
C (-1.20913, -2.38862, 2.21433)
H (-2.84937, 0.18796, 3.89239)
C (-0.58122, -0.98432, -1.25127)
C (3.56422, -1.51958, -2.00224)
H (-2.06836, -2.25839, 0.30368)
H (1.68501, -2.25869, -1.34991)
H (-1.60679, -0.61894, -1.35729)
C (3.63509, 0.77440, -2.71833)
H (-2.93443, 1.87268, -1.17840)
H (-0.22896, -2.09927, 2.59957)
C (0.45398, 2.99187, -0.07538)
H (-2.58700, -2.26624, 3.86683)
H (1.43328, 3.31045, 0.25385)
O (0.68288, -0.83117, 0.80848)
C (-1.95049, 2.19580, -0.86778)
H (4.06733, -2.45663, -1.82216)
C (1.55792, -0.19584, -1.96727)
C (-2.16252, 0.86045, 1.26042)
C (-0.08518, 3.38830, -1.29526)
C (2.20928, -1.40338, -1.74402)
Cl (5.96460, -0.58833, -2.80897)

| no. | total energy (hartree) |
| --- | --- |
| 1 | -6670.94225 |
| 2 | -242.24430 |
| 3 | -1157.11452 |
| 4 | -361.34331 |
| 5 | -1524.87782 |